# 1
ORCA calculation (the ωB97M-V functional and the def2-TZVPD basis) on a gas-phase ion, C23H36BFNO6 (charge -1) in a non-equilibrium geometry.

Results
* gap between HOMO and LUMO: 7.8 eV
* HOMO: -5.122 eV
* LUMO level: 2.7 eV

Structure (ORCA input):
```
! wB97M-V def2-TZVPD RIJCOSX def2/J DEFGRID3
* xyz -1 1
C 4.18 -2.45 1.60
C 5.26 -1.34 1.33
C 5.53 -1.01 -0.20
C 5.03 -2.08 -1.23
C 3.50 -1.89 -1.65
C 3.41 -0.61 -2.55
C 2.04 0.19 -2.38
C 1.72 0.56 -0.87
B 0.22 0.06 -0.36
C -0.25 -1.43 -0.90
C -1.66 -1.47 -1.60
F -0.31 -2.32 0.25
O -0.63 1.24 -0.66
C -0.56 2.07 0.51
C -1.58 3.26 0.60
C -0.71 4.59 0.77
C -2.62 3.34 -0.58
C -2.00 3.60 -2.00
C -0.89 0.90 1.60
O -0.50 1.55 2.84
N 0.32 0.67 3.55
O 0.30 0.98 4.69
O -2.29 0.69 1.35
C -2.87 -0.20 2.24
O -2.59 -0.35 3.40
C -4.06 -1.02 1.65
C -4.41 -0.83 0.25
C -5.47 -1.57 -0.42
C -6.22 -2.56 0.37
C -5.91 -2.74 1.78
C -4.84 -1.97 2.42
O 0.03 -0.05 1.13
H 3.16 -2.00 1.49
H 4.32 -3.40 1.04
H 4.27 -2.73 2.70
H 4.86 -0.39 1.80
H 6.24 -1.53 1.86
H 5.17 0.03 -0.41
H 6.66 -0.96 -0.32
H 5.61 -1.98 -2.19
H 5.21 -3.14 -0.88
H 2.87 -1.87 -0.73
H 3.28 -2.78 -2.31
H 4.21 0.13 -2.29
H 3.60 -0.89 -3.63
H 1.20 -0.33 -2.92
H 2.20 1.16 -2.95
H 2.53 0.13 -0.20
H 1.85 1.68 -0.79
H 0.48 -1.92 -1.60
H -2.13 -0.47 -1.78
H -1.59 -1.97 -2.62
H -2.31 -2.16 -0.99
H 0.49 2.35 0.79
H -2.18 3.20 1.55
H -0.22 4.92 -0.19
H -1.31 5.41 1.26
H 0.10 4.35 1.51
H -3.29 2.45 -0.54
H -3.29 4.23 -0.34
H -1.84 2.62 -2.52
H -0.99 4.08 -1.95
H -2.72 4.18 -2.63
H -3.82 -0.07 -0.32
H -5.65 -1.39 -1.50
H -7.00 -3.14 -0.18
H -6.51 -3.48 2.35
H -4.63 -2.14 3.50
*
```

These are the Mulliken partial charges, in e, on atoms 1 to 8: -0.78, -0.55, -0.45, -1.17, 0.31, -0.73, -0.90, -0.11

***

# 2
ORCA calculation (the ωB97M-V functional and the def2-TZVPD basis) on a molecular structure, C23H36Cl2N2O3S2SiZr in a non-equilibrium geometry.

Results
* gap between HOMO and LUMO: 7.0 eV
* HOMO: -14.219 eV
* LUMO level: -7.2 eV
* energy above the lowest of the compared OMol25 structures with the same formula, charge and spin: 0.6166 eV

Structure (ORCA input):
```
! wB97M-V def2-TZVPD RIJCOSX def2/J DEFGRID3
* xyz 2 1
Zr 0.99 0.12 0.50
Cl 3.41 -0.70 0.06
C 4.31 -0.42 1.55
C 5.69 -0.47 1.47
C 6.41 -0.27 2.64
C 5.74 -0.02 3.83
C 4.36 0.02 3.87
Cl 3.58 0.34 5.38
C 3.60 -0.18 2.72
S 1.84 -0.23 2.81
H 6.18 -0.67 0.53
H 7.49 -0.31 2.62
H 6.30 0.14 4.75
N 2.08 1.64 -2.00
C 2.54 2.34 -0.93
C 3.44 3.39 -1.10
C 3.83 4.11 0.00
C 3.34 3.78 1.28
C 2.48 2.74 1.39
N 2.08 1.99 0.30
H 2.44 1.86 -2.91
H 1.60 0.76 -1.94
H 3.80 3.63 -2.09
H 4.53 4.93 -0.12
H 3.63 4.34 2.16
H 2.08 2.44 2.34
C -1.93 2.24 -1.63
C -1.79 1.71 -0.22
C -1.07 2.69 0.68
C -3.11 1.29 0.39
O -0.88 0.46 -0.28
Si -1.34 -1.12 -0.96
S 0.68 -1.75 -1.11
O -2.13 -0.82 -2.30
C -2.76 -1.67 -3.35
C -1.72 -2.66 -3.84
C -3.17 -0.69 -4.43
C -3.96 -2.36 -2.73
O -2.24 -1.83 0.15
C -2.08 -2.33 1.51
C -1.91 -3.83 1.42
C -0.84 -1.70 2.14
C -3.34 -1.96 2.27
H -2.42 3.21 -1.57
H -2.52 1.58 -2.26
H -0.95 2.37 -2.09
H -1.74 3.52 0.90
H -0.18 3.11 0.20
H -0.80 2.25 1.64
H -3.80 2.14 0.31
H -3.01 1.04 1.44
H -3.56 0.45 -0.14
H -0.83 -2.14 -4.20
H -2.14 -3.24 -4.67
H -1.44 -3.37 -3.06
H -2.31 -0.15 -4.81
H -3.90 0.03 -4.04
H -3.63 -1.23 -5.25
H -3.66 -3.01 -1.89
H -4.44 -2.99 -3.48
H -4.69 -1.64 -2.36
H -0.99 -4.09 0.88
H -2.76 -4.27 0.89
H -1.86 -4.27 2.42
H 0.04 -2.08 1.62
H -0.72 -1.98 3.19
H -0.91 -0.60 2.13
H -4.21 -2.30 1.71
H -3.42 -0.88 2.42
H -3.34 -2.44 3.25
*
```

These are the Mulliken partial charges, in e, on atoms 1 to 8: -1.35, -0.13, 1.21, -0.86, -0.43, -0.70, 0.20, -0.16

***

# 3
ORCA calculation (the ωB97M-V functional and the def2-TZVPD basis) on a molecular structure, C23H36FIrN6O4SSi2 in a non-equilibrium geometry.

Results
* gap between HOMO and LUMO: 6.7 eV
* HOMO: -7.865 eV
* LUMO level: -1.2 eV
* energy above the lowest of the compared OMol25 structures with the same formula, charge and spin: 1.8532 eV

Structure (ORCA input):
```
! wB97M-V def2-TZVPD RIJCOSX def2/J DEFGRID3
* xyz 0 1
Ir 0.04 0.34 0.02
C -0.66 -2.85 5.21
C -1.53 -1.75 4.59
N -1.89 -2.07 3.22
C -1.55 -1.37 2.13
S -0.79 0.19 2.30
N -1.89 -1.88 0.97
N -1.45 -1.25 -0.10
C -1.88 -1.55 -1.29
C -2.96 -2.57 -1.49
C -1.28 -0.84 -2.39
C -1.47 -1.21 -3.73
C -0.87 -0.48 -4.73
C -0.07 0.61 -4.39
C 0.09 0.91 -3.05
N -0.49 0.20 -2.08
H -0.35 -2.55 6.21
H 0.22 -3.01 4.59
H -1.22 -3.78 5.29
H -1.00 -0.81 4.58
H -2.45 -1.63 5.18
H -2.35 -2.95 3.04
H -3.42 -2.80 -0.54
H -2.54 -3.49 -1.90
H -3.71 -2.19 -2.18
H -2.08 -2.06 -3.95
H -1.01 -0.75 -5.77
H 0.40 1.22 -5.15
H 0.70 1.74 -2.73
F -5.36 3.37 -2.05
C -4.63 3.87 -1.04
C -3.32 4.04 -1.19
N -2.53 4.60 -0.21
C -1.09 4.46 -0.31
C -0.66 2.98 -0.24
O 0.56 2.71 -0.35
O -1.56 2.13 -0.08
C -3.08 4.99 1.00
O -2.42 5.49 1.89
N -4.44 4.80 1.11
C -5.32 4.22 0.19
O -6.49 4.06 0.45
H -2.81 3.74 -2.10
H -0.64 4.99 0.53
H -0.73 4.90 -1.24
H -4.84 5.07 1.99
C 2.11 -1.66 -2.65
Si 2.47 -1.73 -0.79
C 4.32 -2.15 -0.66
C 1.51 -3.19 -0.06
C 2.12 -0.11 0.11
Si 2.74 0.06 1.90
C 4.63 0.05 2.07
C 2.11 -1.40 2.94
C 2.22 1.76 2.55
H 2.66 -2.45 -3.17
H 2.40 -0.71 -3.09
H 1.05 -1.82 -2.87
H 4.56 -3.06 -1.21
H 4.61 -2.31 0.38
H 4.94 -1.34 -1.06
H 1.47 -4.02 -0.77
H 0.47 -2.91 0.18
H 1.97 -3.55 0.86
H 2.55 0.72 -0.47
H 5.08 -0.89 1.77
H 4.90 0.22 3.12
H 5.09 0.85 1.48
H 2.86 -2.19 2.99
H 1.20 -1.83 2.51
H 1.88 -1.09 3.96
H 2.83 2.53 2.08
H 2.34 1.84 3.63
H 1.18 1.99 2.31
*
```

These are the Mulliken partial charges, in e, on atoms 1 to 8: 1.72, -1.14, -0.36, -0.21, 0.51, -0.64, -1.70, 0.84

***

# 4
ORCA calculation (the ωB97M-V functional and the def2-TZVPD basis) on a molecular structure, C23H36MgP2 in a non-equilibrium geometry.

Results
* gap between HOMO and LUMO: 5.2 eV
* HOMO: -5.535 eV
* LUMO level: -0.4 eV
* energy above the lowest of the compared OMol25 structures with the same formula, charge and spin: 3.2555 eV

Structure (ORCA input):
```
! wB97M-V def2-TZVPD RIJCOSX def2/J DEFGRID3
* xyz 0 1
P -1.58 2.61 1.65
P 1.32 1.73 -0.30
C 0.41 3.60 1.24
C 0.54 3.44 -0.24
H 1.41 3.35 1.76
H 0.07 4.59 1.64
H -0.40 3.39 -0.84
H 1.21 4.22 -0.62
C 3.13 2.17 0.13
H 3.79 1.53 -0.47
H 3.41 2.00 1.19
H 3.42 3.22 -0.11
C 1.72 2.14 -2.13
H 2.55 2.89 -2.15
H 0.87 2.59 -2.68
H 2.03 1.22 -2.66
C -1.96 3.95 2.83
H -2.76 4.62 2.50
H -1.08 4.57 3.01
H -2.21 3.47 3.77
C -2.56 3.24 0.23
H -2.36 2.74 -0.73
H -2.41 4.31 0.08
H -3.65 3.11 0.35
Mg 0.37 1.46 2.00
C 2.65 -1.42 -3.01
C 2.51 -1.24 -1.69
C 1.25 -1.46 -0.83
C -0.12 -1.86 -1.44
C -0.90 -0.94 -2.31
C -0.38 -0.03 -3.20
C 0.59 -0.40 -4.25
C 1.51 -1.65 -3.95
C -2.63 1.22 2.30
H 3.64 -1.16 -3.51
H 3.27 -0.65 -1.16
H 1.10 -0.67 -0.07
H 1.43 -2.32 -0.15
H 0.04 -2.90 -1.81
H -0.86 -1.97 -0.61
H -1.91 -0.67 -1.97
H -0.88 0.93 -3.16
H 1.25 0.41 -4.61
H -0.03 -0.76 -5.10
H 0.83 -2.45 -3.61
H 2.01 -1.95 -4.89
H -2.11 0.25 2.50
H -3.41 1.10 1.52
H -3.07 1.53 3.27
C -0.06 -0.71 2.21
C -0.43 -1.90 2.43
C -0.75 -3.29 2.57
C 0.06 -4.17 3.34
C -0.08 -5.56 3.22
C -1.06 -6.13 2.40
C -1.95 -5.27 1.76
C -1.82 -3.88 1.86
H 0.83 -3.78 4.00
H 0.59 -6.23 3.76
H -1.12 -7.22 2.26
H -2.75 -5.71 1.17
H -2.55 -3.24 1.36
*
```

These are the Mulliken partial charges, in e, on atoms 1 to 8: 1.44, 0.77, -1.66, -0.56, 0.16, 0.50, 0.30, 0.53

***

# 5
ORCA calculation (the ωB97M-V functional and the def2-TZVPD basis) on C23H36N4O2 in the gas phase.

Results
* SMILES: Cc1ccc(CNC(=O)CC[C@H]2CCCN(Cc3c(C)nn(C(C)C)c3C)C2)o1
* gap between HOMO and LUMO: 9.1 eV
* HOMO: -8.326 eV
* LUMO level: 0.8 eV
* energy above the lowest of the compared OMol25 structures with the same formula, charge and spin: 1.8612 eV

Structure (ORCA input):
```
! wB97M-V def2-TZVPD RIJCOSX def2/J DEFGRID3
* xyz 0 1
C -4.01 -0.02 5.53
C -3.54 0.42 4.19
C -4.13 1.19 3.23
C -3.21 1.26 2.16
C -2.12 0.53 2.53
O -2.32 0.01 3.77
C -0.85 0.21 1.82
N -0.95 -1.08 1.16
C 0.12 -1.87 0.98
O 1.24 -1.54 1.30
C -0.19 -3.25 0.41
C -0.79 -3.27 -1.00
C 0.14 -2.70 -2.08
C -0.08 -3.39 -3.43
C 0.84 -2.76 -4.47
C 0.60 -1.25 -4.54
N 0.83 -0.65 -3.24
C -0.08 -1.19 -2.26
H 0.11 -0.69 -1.31
H -1.14 -1.01 -2.55
C 0.75 0.80 -3.31
C 1.04 1.42 -1.99
C 2.24 1.39 -1.29
N 2.03 2.03 -0.12
N 0.78 2.47 -0.02
C 0.16 2.11 -1.14
C -1.28 2.45 -1.36
H -1.64 3.03 -0.52
H -1.87 1.54 -1.46
H -1.40 3.03 -2.27
C 2.98 2.26 0.95
C 3.38 0.94 1.62
H 3.85 1.14 2.57
H 4.08 0.38 1.00
H 2.51 0.31 1.77
C 2.37 3.22 1.96
H 3.10 3.47 2.72
H 1.50 2.76 2.43
H 2.04 4.13 1.47
H 3.87 2.73 0.51
C 3.53 0.77 -1.70
H 4.38 1.39 -1.41
H 3.63 -0.21 -1.24
H 3.54 0.63 -2.78
H -0.25 1.13 -3.65
H 1.48 1.14 -4.05
H 1.30 -0.80 -5.26
H -0.43 -1.06 -4.90
H 1.88 -2.94 -4.18
H 0.67 -3.20 -5.45
H 0.12 -4.46 -3.34
H -1.12 -3.26 -3.74
H 1.18 -2.85 -1.78
H -1.74 -2.73 -1.02
H -1.01 -4.31 -1.24
H -0.88 -3.74 1.10
H 0.74 -3.81 0.40
H -1.86 -1.38 0.86
H -0.02 0.14 2.54
H -0.62 1.01 1.11
H -3.33 1.79 1.23
H -5.10 1.64 3.28
H -3.33 0.35 6.30
H -5.00 0.38 5.72
H -4.03 -1.10 5.60
*
```

These are the Mulliken partial charges, in e, on atoms 1 to 8: -1.22, 0.51, -0.88, -0.17, -0.40, -0.41, 0.76, 0.20

***

# 6
ORCA calculation (the ωB97M-V functional and the def2-TZVPD basis) on a molecular structure, C23H36N4O2S2Sn.

Results
* gap between HOMO and LUMO (alpha / beta): 6.0 / 6.2 eV
* HOMO (alpha / beta): -19.708 / -19.899 eV
* LUMO level (alpha / beta): -13.7 / -13.7 eV
* energy above the lowest of the compared OMol25 structures with the same formula, charge and spin: 2.1302 eV

Structure (ORCA input):
```
! wB97M-V def2-TZVPD RIJCOSX def2/J DEFGRID3
* xyz 4 1
Sn 1.23 0.56 -0.18
C 3.84 -1.17 2.88
C 3.52 -2.33 1.94
N 2.28 -2.06 1.19
C 1.04 -2.27 1.96
C 0.60 -1.04 2.73
C -0.05 -1.14 3.94
C -0.35 0.02 4.65
C 0.05 1.25 4.15
C 0.69 1.29 2.93
C 1.15 2.59 2.31
N 2.13 2.39 1.21
C 3.56 2.46 1.61
C 3.96 1.40 2.64
N 3.80 0.06 2.13
N 0.92 0.17 2.21
H 4.84 -1.25 3.34
H 3.14 -1.08 3.71
H 3.46 -3.25 2.52
H 4.34 -2.45 1.23
H 2.26 -2.65 0.37
H 1.16 -3.09 2.67
H 0.24 -2.58 1.27
H -0.30 -2.11 4.34
H -0.86 -0.05 5.60
H -0.12 2.16 4.71
H 1.56 3.27 3.07
H 0.28 3.10 1.89
H 1.96 3.16 0.57
H 3.79 3.44 2.04
H 4.18 2.35 0.72
H 3.43 1.48 3.59
H 5.03 1.52 2.89
H 3.77 -0.06 1.12
O 0.22 2.36 -0.91
S -0.37 3.20 -2.10
C 0.36 4.85 -1.95
C -0.52 5.64 -1.00
C -1.95 5.28 -1.41
C -2.00 3.76 -1.50
H 0.33 5.25 -2.97
H 1.41 4.73 -1.68
H -0.32 6.71 -1.08
H -0.34 5.35 0.04
H -2.18 5.72 -2.38
H -2.70 5.65 -0.71
H -2.76 3.36 -2.16
H -2.09 3.28 -0.52
C -5.58 -5.31 -3.13
C -4.32 -4.59 -3.03
C -3.19 -4.96 -3.85
C -2.02 -4.28 -3.74
C -1.92 -3.20 -2.83
C -2.98 -2.83 -1.98
C -4.16 -3.50 -2.09
S -0.35 -2.35 -2.79
C -0.66 -1.28 -4.21
O -0.24 -1.48 -1.58
H -5.53 -6.15 -2.40
H -5.73 -5.78 -4.10
H -6.44 -4.71 -2.83
H -3.30 -5.78 -4.54
H -1.17 -4.57 -4.35
H -2.85 -2.02 -1.28
H -5.02 -3.22 -1.48
H -1.40 -0.53 -3.91
H -1.03 -1.87 -5.05
H 0.29 -0.83 -4.47
*
```

These are the Mulliken partial charges, in e, on atoms 1 to 8: 1.05, -0.52, -0.98, 0.02, -1.41, 0.86, -1.00, -0.54

***

# 7
ORCA calculation (the ωB97M-V functional and the def2-TZVPD basis) on a molecular structure, C23H36N4O4PtS.

Results
* gap between HOMO and LUMO: 6.7 eV
* HOMO: -13.695 eV
* LUMO level: -6.9 eV
* energy above the lowest of the compared OMol25 structures with the same formula, charge and spin: 0.0000 eV

Structure (ORCA input):
```
! wB97M-V def2-TZVPD RIJCOSX def2/J DEFGRID3
* xyz 2 1
Pt 1.10 -2.90 0.68
N 0.56 -1.33 1.90
C -0.54 -1.36 2.92
C -0.12 -2.00 4.23
C -0.24 -3.51 4.34
C 0.62 -4.33 3.40
N 0.14 -4.22 1.97
H 1.42 -1.03 2.37
H 0.33 -0.58 1.24
H -1.41 -1.85 2.47
H -0.82 -0.32 3.10
H -0.74 -1.56 5.01
H 0.91 -1.68 4.47
H -1.29 -3.81 4.21
H 0.01 -3.81 5.36
H 0.58 -5.38 3.68
H 1.66 -4.02 3.43
H -0.85 -3.94 1.99
H 0.12 -5.14 1.56
O 3.27 4.74 -0.31
C 2.12 4.05 -0.28
O 1.08 4.62 -0.18
C 2.19 2.54 -0.38
C 3.37 1.80 -0.33
C 3.30 0.42 -0.40
C 2.07 -0.22 -0.54
C 0.89 0.52 -0.62
C 0.97 1.91 -0.52
N 2.02 -1.64 -0.62
C 2.66 -2.22 -1.57
C 2.66 -3.68 -1.60
C 3.37 -4.40 -2.53
C 3.32 -5.79 -2.49
C 2.55 -6.39 -1.51
C 1.87 -5.59 -0.60
N 1.91 -4.26 -0.63
H 4.04 4.18 -0.45
H 4.34 2.26 -0.20
H 4.21 -0.18 -0.33
H -1.01 0.59 -0.79
H 0.07 2.50 -0.57
H 3.18 -1.64 -2.32
H 3.95 -3.89 -3.28
H 3.86 -6.39 -3.21
H 2.47 -7.46 -1.44
H 1.26 -6.06 0.16
C -0.97 4.41 -2.48
C -2.37 4.24 -3.05
C -2.83 2.79 -3.18
S -3.15 1.81 -1.70
O -1.86 1.78 -0.88
C -4.27 2.91 -0.79
C -3.59 3.86 0.18
C -4.63 4.73 0.88
H -0.67 5.46 -2.51
H -0.24 3.85 -3.06
H -0.90 4.07 -1.45
H -2.40 4.66 -4.06
H -3.10 4.81 -2.47
H -2.09 2.19 -3.72
H -3.77 2.71 -3.73
H -4.95 2.25 -0.26
H -4.86 3.44 -1.55
H -2.87 4.49 -0.34
H -3.02 3.28 0.91
H -5.18 5.35 0.17
H -4.15 5.40 1.60
H -5.35 4.12 1.43
O -0.27 -0.14 -0.75
*
```

These are the Mulliken partial charges, in e, on atoms 1 to 8: 0.59, -0.33, -0.81, -0.60, -0.74, -0.59, -0.52, 0.41

***

The records above yield calculated total energy values of -41602.133 -89425.633 -73715.765 -48448.401 -34491.532 -61951.811 -52655.617 eV, respectively.
The records above yield molecular weight values of 452.35 642.90 760.03 398.79 400.57 583.41 659.71 g/mol, respectively.